1.
Molecular formula: C3H8OS2
Method: DFT, the ωB97M-V functional and the def2-TZVPD basis

Its SMILES is CC=O.CSS. The value obtained for the HOMO-LUMO gap is 9.3 eV. As for the calculated total energy: -990.6555 a.u. The LUMO energy comes out at 0.38 eV. The calculation puts the energy above the lowest of the compared OMol25 structures with the same formula, charge and spin at 34.55 kcal per mole.

```
! wB97M-V def2-TZVPD RIJCOSX def2/J DEFGRID3
* xyz 0 1
C 0.7172 -1.4082 -1.8440
C 0.0881 0.0490 -1.5836
O -0.5562 0.5507 -2.4545
H 0.4696 -1.5917 -2.9078
H 1.8693 -1.4330 -1.7167
H 0.3075 -2.2910 -1.4113
H 0.6670 0.6211 -0.8619
C 0.0832 0.7031 2.7133
S -0.5452 -0.1727 1.2844
S -2.1807 0.9522 0.5034
H -0.3995 0.4172 3.7306
H 1.1699 0.4326 2.7322
H -0.1331 1.7629 2.4679
H -1.5573 1.4078 -0.6519
*
```

=====

2.
Molecular formula: C3H8OS2
Method: DFT, the ωB97M-V functional and the def2-TZVPD basis

Its SMILES is OCCCSS. The value obtained for the HOMO-LUMO gap is 9.3 eV. As for the calculated total energy: -990.6952 a.u. The LUMO energy comes out at 0.66 eV. The calculation puts the energy above the lowest of the compared OMol25 structures with the same formula, charge and spin at 9.65 kcal per mole.

```
! wB97M-V def2-TZVPD RIJCOSX def2/J DEFGRID3
* xyz 0 1
O 0.2034 -1.6438 -2.2017
C 0.8131 -0.6488 -1.3720
C -0.0022 -0.5849 -0.0730
C -0.4680 0.8157 0.2863
S -1.6251 0.8610 1.6946
S -0.6604 1.9350 3.0945
H 0.5273 -1.5010 -3.0996
H 0.8486 0.3284 -1.8675
H 1.8264 -0.9954 -1.1524
H 0.6101 -1.0167 0.7242
H -0.8184 -1.3030 -0.1667
H -1.0691 1.1673 -0.5530
H 0.3611 1.4761 0.5331
H -0.5468 1.1101 4.1532
*
```

=====

3.
Molecular formula: C3H8S2
Method: DFT, the ωB97M-V functional and the def2-TZVPD basis

Its SMILES is C=CC.SS. The value obtained for the HOMO-LUMO gap is 9.4 eV. As for the calculated total energy: -915.4266 a.u. The LUMO energy comes out at 0.46 eV. The calculation puts the energy above the lowest of the compared OMol25 structures with the same formula, charge and spin at 31.62 kcal per mole.

```
! wB97M-V def2-TZVPD RIJCOSX def2/J DEFGRID3
* xyz 0 1
C 0.7275 -0.5496 -0.9972
C -0.2945 0.2408 -1.2703
C -1.6216 0.0268 -0.6242
H 1.7128 -0.3204 -1.4026
H 0.7527 -1.4461 -0.3909
H -0.2055 1.0666 -1.9624
H -2.0322 -0.9711 -0.8251
H -1.7083 0.0711 0.4669
H -2.3967 0.7362 -0.9304
S 1.8897 1.2840 1.9945
S 0.9587 -0.2438 2.9393
H 2.2809 0.6934 0.8976
H -0.0634 -0.5880 2.1050
*
```

=====

4.
Molecular formula: C3H8Se
Method: DFT, the ωB97M-V functional and the def2-TZVPD basis

Its SMILES is [SeH2].C=CC. The value obtained for the HOMO-LUMO gap is 10.1 eV. As for the calculated total energy: -2520.4636 a.u. The LUMO energy comes out at 0.80 eV. The calculation puts the energy above the lowest of the compared OMol25 structures with the same formula, charge and spin at 13.91 kcal per mole.

```
! wB97M-V def2-TZVPD RIJCOSX def2/J DEFGRID3
* xyz 0 1
Se -4.6025 -0.2384 -0.0125
H -4.4044 0.9079 -0.9666
H -3.6788 -1.1302 -0.6054
C 0.7396 -1.1113 0.2322
C 0.9930 0.1590 0.4875
C 2.1447 0.9061 -0.0044
H -0.0173 -1.6401 0.6513
H 1.3561 -1.6778 -0.3666
H 0.2964 0.7243 1.0533
H 1.7092 1.6030 -0.7028
H 2.7192 1.3873 0.7421
H 2.7448 0.1101 -0.5081
*
```

=====

5.
Molecular formula: C3H9B
Method: DFT, the ωB97M-V functional and the def2-TZVPD basis

The value obtained for the HOMO-LUMO gap is 8.3 eV. As for the calculated total energy: -144.3905 a.u. The LUMO energy comes out at 0.31 eV. The calculation puts the energy above the lowest of the compared OMol25 structures with the same formula, charge and spin at 74.04 kcal per mole.

```
! wB97M-V def2-TZVPD RIJCOSX def2/J DEFGRID3
* xyz 0 1
B 0.3637 -0.3532 0.5947
C 2.5694 -0.1780 -0.4648
C -2.0588 -0.1168 -0.1320
C -0.8389 0.6668 0.3827
H 0.3856 -1.4731 0.8900
H 3.3035 0.5396 0.0272
H 2.2404 0.0614 -1.4392
H 2.8277 -1.1408 -0.2602
H -2.7289 0.6684 -0.6079
H -1.9462 -0.9536 -0.9010
H -2.7131 -0.2918 0.7114
H -0.3486 1.5533 -0.1547
H -1.0557 1.0177 1.3538
*
```

=====

6.
Molecular formula: C3H9B2InN2O5S
Method: DFT, the ωB97M-V functional and the def2-TZVPD basis

The value obtained for the HOMO-LUMO gap is 4.8 eV. As for the calculated total energy: -1242.8116 a.u. The LUMO energy comes out at -11.35 eV.

```
! wB97M-V def2-TZVPD RIJCOSX def2/J DEFGRID3
* xyz 2 1
C 2.7341 1.2054 0.6912
O 1.9942 -0.0035 0.6813
B 1.0503 -0.3057 -0.2330
O 1.1513 -0.0596 -1.5589
C -0.2570 -1.1500 0.4335
C -0.7588 -2.2902 -0.3929
O -0.4441 -2.3908 -1.5797
O -1.4970 -3.1249 0.1206
N -1.3164 -0.3079 0.8401
S -0.9399 1.1374 1.6821
B -2.5273 -0.1329 -0.1035
N -2.3265 0.1347 -1.4902
O -3.7583 -0.2298 0.4158
H 2.8150 1.5456 1.7247
H 2.2667 2.0050 0.1098
H 3.7381 1.0134 0.2590
H 0.8723 0.7906 -1.9208
H 0.2053 -1.6349 1.3275
H -1.1551 1.9946 0.6666
H -1.5524 -0.2940 -1.9862
H -2.4966 1.0795 -1.8133
H -3.8308 -0.0986 1.3722
In 6.0330 1.1164 0.7540
*
```

=====

7.
Molecular formula: C3H9BN2O
Method: DFT, the ωB97M-V functional and the def2-TZVPD basis

Its SMILES is CB(C)C(=O)NN. The value obtained for the HOMO-LUMO gap is 9.0 eV. As for the calculated total energy: -329.2298 a.u. The LUMO energy comes out at 0.39 eV. The calculation puts the energy above the lowest of the compared OMol25 structures with the same formula, charge and spin at 13.87 kcal per mole.

```
! wB97M-V def2-TZVPD RIJCOSX def2/J DEFGRID3
* xyz 0 1
C 1.9616 -1.3285 -0.4926
B 0.8759 -0.3458 0.0182
C 1.2783 0.9604 0.9112
C -0.9583 -0.4755 0.1077
O -1.4093 -1.3023 0.8745
N -1.6030 0.5572 -0.4018
N -2.9354 0.9226 -0.3152
H 1.5068 -2.1776 -1.0050
H 2.5999 -1.6745 0.3427
H 2.5720 -0.9215 -1.2362
H 1.7424 1.5484 0.2081
H 2.0440 0.6467 1.5472
H 0.4741 1.4421 1.2666
H -1.2435 1.1505 -1.1532
H -3.5510 0.7755 -1.1302
H -3.3546 0.2223 0.4580
*
```

=====

8.
Molecular formula: C3H9BNO3
Method: DFT, the ωB97M-V functional and the def2-TZVPD basis

Its SMILES is [NH2+]=C[C@H](O)CB(O)O. The value obtained for the HOMO-LUMO gap is 10.6 eV. As for the calculated total energy: -424.8600 a.u. The LUMO energy comes out at -4.53 eV. The calculation puts the energy above the lowest of the compared OMol25 structures with the same formula, charge and spin at 0.00 kcal per mole.

```
! wB97M-V def2-TZVPD RIJCOSX def2/J DEFGRID3
* xyz 1 1
N -2.5030 -0.7174 -0.3544
C -1.7233 -0.3114 0.5493
C -0.7485 0.7944 0.2388
O -0.9100 1.1103 -1.0828
C 0.6632 0.4646 0.8236
B 1.7088 -0.2539 -0.0721
O 3.0561 0.1705 -0.1129
O 1.3411 -1.4710 -0.6739
H -3.2690 -1.3581 -0.2175
H -2.2262 -0.0945 -1.1395
H -1.6050 -0.6928 1.5379
H -1.0757 1.6243 0.8353
H -0.1275 1.7381 -1.4377
H 1.2123 1.3498 1.1473
H 0.5206 -0.0830 1.6851
H 3.6806 -0.4899 -0.4105
H 2.0055 -1.7800 -1.3160
*
```

=====

9.
Molecular formula: C3H9BO3
Method: DFT, the ωB97M-V functional and the def2-TZVPD basis

Its SMILES is CC(C)=O.OBO. The value obtained for the HOMO-LUMO gap is 9.8 eV. As for the calculated total energy: -370.2822 a.u. The LUMO energy comes out at 0.27 eV. The calculation puts the energy above the lowest of the compared OMol25 structures with the same formula, charge and spin at 37.73 kcal per mole.

```
! wB97M-V def2-TZVPD RIJCOSX def2/J DEFGRID3
* xyz 0 1
C 1.1377 1.1316 -0.0787
C 1.3784 -0.1848 -0.4884
C 1.7811 -1.2211 0.6465
O 1.2897 -0.5990 -1.7291
H 0.3852 1.5118 -0.8408
H 2.1317 1.8140 -0.1793
H 0.6417 1.1488 0.9298
H 2.7861 -1.6575 0.5167
H 0.9823 -1.9753 0.8026
H 1.9046 -0.4885 1.4700
O -2.2701 1.1554 -0.4208
B -1.9344 -0.1176 -0.1361
O -2.9994 -0.9153 0.2338
H -3.0065 1.2369 -1.0798
H -0.6547 -0.5734 -0.1853
H -3.5535 -0.2660 0.5388
*
```

=====

10.
Molecular formula: C3H9BO4PtSi
Method: DFT, the ωB97M-V functional and the def2-TZVPD basis

The value obtained for the HOMO-LUMO gap is 3.1 eV. As for the calculated total energy: -853.4259 a.u. The LUMO energy comes out at -14.08 eV. The calculation puts the energy above the lowest of the compared OMol25 structures with the same formula, charge and spin at 0.00 kcal per mole.

```
! wB97M-V def2-TZVPD RIJCOSX def2/J DEFGRID3
* xyz 2 1
O 3.0124 -0.6610 -1.6632
C 2.5507 -0.5562 -0.5926
O 2.7350 -1.4357 0.4704
C 1.7322 0.6945 -0.1784
Si 0.0310 0.1091 0.5662
C -1.0860 1.3006 -0.3287
B -2.6293 0.5761 -0.2644
O -2.9200 -0.1965 -1.3069
O -3.4221 0.9416 0.7516
H 2.1966 -2.2840 0.2488
H 2.2434 1.2116 0.6430
H 1.6534 1.3440 -1.0471
H -0.2490 -1.3095 0.2677
H -0.0046 0.2923 2.0245
H -1.0939 2.2726 0.1705
H -0.8492 1.4479 -1.3868
H -3.4664 -0.9729 -1.1340
H -3.0809 1.0458 1.6442
Pt 2.6469 -3.8203 1.1155
*
```

=====

11.
Molecular formula: C3H9BOS
Method: DFT, the ωB97M-V functional and the def2-TZVPD basis

The value obtained for the HOMO-LUMO gap is 9.5 eV. As for the calculated total energy: -617.9633 a.u. The LUMO energy comes out at 0.60 eV. The calculation puts the energy above the lowest of the compared OMol25 structures with the same formula, charge and spin at 38.70 kcal per mole.

```
! wB97M-V def2-TZVPD RIJCOSX def2/J DEFGRID3
* xyz 0 1
B 0.3823 0.0766 -0.0664
C 0.3568 -1.6535 -1.1730
C 1.7306 2.0906 0.0209
C -2.2211 -0.6393 1.1043
O 1.3954 0.7991 -0.4989
S -0.8479 0.5566 1.0555
H 0.2543 -1.4031 -2.1632
H -0.5355 -2.1545 -0.9383
H 1.3326 -2.1072 -0.9955
H 2.6640 2.5244 -0.4068
H 1.8807 1.9670 1.0526
H 0.8835 2.6897 -0.3127
H -2.7904 -0.3962 0.3025
H -2.7816 -0.6499 2.0185
H -1.7036 -1.7004 1.0007
*
```

=====

12.
Molecular formula: C3H9BS
Method: DFT, the ωB97M-V functional and the def2-TZVPD basis

The value obtained for the HOMO-LUMO gap (alpha / beta) is 6.0 / 7.6 eV. As for the calculated total energy: -542.5413 a.u. The LUMO energy (alpha / beta) comes out at 0.51 / -2.02 eV. The calculation puts the energy above the lowest of the compared OMol25 structures with the same formula, charge and spin at 23.15 kcal per mole.

```
! wB97M-V def2-TZVPD RIJCOSX def2/J DEFGRID3
* xyz 0 3
B 0.8235 0.9273 -0.2357
C 0.9248 2.2968 -0.0433
C -2.9750 -0.5710 -0.2363
C 2.4351 -1.2606 0.3363
S 0.7650 -0.8226 -0.3798
H -2.5057 -1.6289 -0.1200
H 1.8356 2.8251 -0.4147
H 0.2903 2.9551 0.3507
H -3.1692 -0.1956 -1.1795
H -3.9727 -0.4164 0.2236
H -2.3825 0.0928 0.1834
H 2.4015 -2.4329 0.3950
H 2.3910 -0.8318 1.4044
H 3.1381 -0.9374 -0.2839
*
```

=====

13.
Molecular formula: C3H9ClNOP
Method: DFT, the ωB97M-V functional and the def2-TZVPD basis

The value obtained for the HOMO-LUMO gap (alpha / beta) is 7.6 / 7.3 eV. As for the calculated total energy: -1051.0783 a.u. The LUMO energy (alpha / beta) comes out at 0.85 / -2.72 eV. The calculation puts the energy above the lowest of the compared OMol25 structures with the same formula, charge and spin at 42.83 kcal per mole.

```
! wB97M-V def2-TZVPD RIJCOSX def2/J DEFGRID3
* xyz 0 3
C 1.4716 1.3716 0.9615
C 1.6079 -0.3837 -0.8051
C 0.8791 0.8233 -0.2872
N -3.1478 -1.9532 -0.2550
O -0.4583 0.4905 0.0311
P -3.0074 -1.1635 1.0365
Cl -4.3895 0.2044 0.6488
H 1.4298 0.4636 1.5554
H 2.5378 1.7388 0.8471
H 0.7497 2.1310 1.3670
H 2.0519 -0.8793 0.1011
H 2.3696 -0.4202 -1.5136
H 0.9757 -1.0616 -1.2410
H 0.9636 1.5480 -1.0677
H -3.0321 -2.8260 -0.5526
H -1.0016 -0.0837 -0.8262
*
```

=====

14.
Molecular formula: C3H9FN2
Method: DFT, the ωB97M-V functional and the def2-TZVPD basis

Its SMILES is CCN(F)NC. The value obtained for the HOMO-LUMO gap is 10.9 eV. As for the calculated total energy: -328.9335 a.u. The LUMO energy comes out at 1.12 eV. The calculation puts the energy above the lowest of the compared OMol25 structures with the same formula, charge and spin at 86.77 kcal per mole.

```
! wB97M-V def2-TZVPD RIJCOSX def2/J DEFGRID3
* xyz 0 1
C 2.3982 0.0269 -0.1755
C 1.0514 0.0175 0.5089
N -0.1049 0.2169 -0.3444
F -0.2643 1.6391 -0.6939
N -1.2699 -0.0565 0.5567
C -2.4984 -0.1606 -0.2375
H 3.0363 -0.8322 0.1492
H 2.1945 0.0044 -1.3254
H 2.9060 0.8661 0.0843
H 0.7718 -1.1314 0.7808
H 0.9533 0.6724 1.4364
H -1.4003 0.7666 1.3058
H -3.3847 -0.3250 0.4594
H -2.5203 0.7318 -1.0149
H -2.5088 -1.1299 -0.6680
*
```

=====

15.
Molecular formula: C3H9FN3
Method: DFT, the ωB97M-V functional and the def2-TZVPD basis

The value obtained for the HOMO-LUMO gap is 8.9 eV. As for the calculated total energy: -383.5462 a.u. The LUMO energy comes out at -3.45 eV. The calculation puts the energy above the lowest of the compared OMol25 structures with the same formula, charge and spin at 22.82 kcal per mole.

```
! wB97M-V def2-TZVPD RIJCOSX def2/J DEFGRID3
* xyz 1 1
C 1.6371 0.5393 0.6539
C 0.7357 1.3009 0.0296
C -1.2661 -0.3990 -0.0220
N 2.1143 -0.5814 0.0508
N -2.2304 -0.0208 0.8311
N -1.2613 -0.0363 -1.2606
F 0.7854 1.1059 -1.2803
H 1.7246 0.6072 1.7022
H 0.3536 2.2697 0.2447
H -0.3289 -0.9589 0.3854
H 2.9217 -1.1581 0.2036
H -2.9049 0.5540 0.4497
H -2.2413 -0.3302 1.7766
H -1.7934 0.8012 -1.5819
H -0.6049 -0.3806 -1.9564
H 1.7810 -0.7031 -0.9064
*
```

=====

16.
Molecular formula: C3H9IN
Method: DFT, the ωB97M-V functional and the def2-TZVPD basis

The value obtained for the HOMO-LUMO gap is 8.6 eV. As for the calculated total energy: -471.8157 a.u. The LUMO energy comes out at -3.93 eV. The calculation puts the energy above the lowest of the compared OMol25 structures with the same formula, charge and spin at 48.30 kcal per mole.

```
! wB97M-V def2-TZVPD RIJCOSX def2/J DEFGRID3
* xyz 1 1
C 0.3174 0.0872 -0.7170
C -0.6269 0.1417 0.4830
C 2.0270 0.3359 0.2308
N -2.0016 -0.4153 0.0747
I 3.5043 -0.9241 -0.5142
H 0.5578 -0.7469 -1.2991
H 0.0223 0.9074 -1.3666
H -0.1874 -0.5060 1.2742
H -0.6150 1.3061 0.5895
H 1.7396 0.1475 1.2851
H 2.2806 1.3466 -0.0109
H -2.4066 -0.0042 -0.7042
H -2.6243 -0.2402 0.8097
H -1.9872 -1.4357 -0.1351
*
```

=====

17.
Molecular formula: C3H9IN3
Method: DFT, the ωB97M-V functional and the def2-TZVPD basis

The value obtained for the HOMO-LUMO gap is 9.5 eV. As for the calculated total energy: -581.2863 a.u. The LUMO energy comes out at -3.83 eV. The calculation puts the energy above the lowest of the compared OMol25 structures with the same formula, charge and spin at 78.38 kcal per mole.

```
! wB97M-V def2-TZVPD RIJCOSX def2/J DEFGRID3
* xyz 1 1
C 0.6582 -0.7236 0.1394
C -1.1203 0.4450 1.7917
C -0.8610 0.6644 0.3356
N 1.1035 -0.8078 -1.0716
N 1.8613 -1.6244 -1.8082
N -0.5078 1.9026 0.0206
I -2.2842 -0.2535 -0.9098
H 0.8916 -1.5106 0.8407
H -0.5260 0.9992 2.4810
H -1.1039 -0.7167 2.1364
H -2.1314 0.8392 2.1391
H 2.2771 -2.5034 -1.3267
H 1.9431 -1.6485 -2.7839
H 0.9455 0.0263 -1.6410
H -0.6753 2.1685 -0.9269
H -0.4704 2.7433 0.5837
*
```